C4H4F3I | wB97M-V/def2-TZVPD

Geometry as XYZ:
```
12
C4H4F3I, DFT wB97M-V/def2-TZVPD
C -0.192 -0.901 -0.561
C -0.147 -0.703 0.941
C 0.007 0.558 -0.907
C 0.073 0.833 0.662
F -1.030 1.084 -1.542
F 1.072 0.846 -1.650
F -0.934 1.694 1.030
I 2.051 1.554 1.329
H 0.630 -1.676 -0.893
H -1.059 -1.276 -1.220
H -1.053 -0.840 1.394
H 0.582 -1.173 1.418
```

Its multiplicity is 1. The value obtained for the highest occupied orbital energy is -9.876 eV. Its HOMO-LUMO gap is 9.98 eV. As for the energy above the lowest of the compared OMol25 structures with the same formula, charge and spin: 73.5 kJ/mol.

---

C38H45ClN4PSiV | wB97M-V/def2-TZVPD

Geometry as XYZ:
```
91
C38H45ClN4PSiV, DFT wB97M-V/def2-TZVPD
V -0.095 0.531 -0.228
N -2.851 0.148 -0.811
P -1.707 -1.114 -0.590
C -2.680 -2.293 0.410
C -2.293 -2.804 1.643
C -3.079 -3.771 2.255
C -4.244 -4.214 1.647
C -4.646 -3.684 0.429
C -3.861 -2.733 -0.191
C -1.737 -2.004 -2.173
C -2.349 -1.530 -3.327
C -2.340 -2.302 -4.477
C -1.708 -3.534 -4.483
C -1.076 -4.000 -3.340
C -1.089 -3.239 -2.188
C -2.704 1.410 -0.280
C -3.794 2.285 -0.166
C -3.591 3.547 0.357
C -2.313 3.915 0.780
C -1.291 3.004 0.634
N -1.476 1.794 0.097
H -3.816 -0.133 -0.975
H -1.375 -2.474 2.113
H -2.774 -4.200 3.199
H -4.839 -4.985 2.112
H -5.553 -4.024 -0.050
H -4.144 -2.360 -1.167
H -2.832 -0.561 -3.332
H -2.826 -1.936 -5.369
H -1.699 -4.129 -5.381
H -0.590 -4.963 -3.346
H -0.606 -3.600 -1.289
H -4.780 1.969 -0.476
H -4.413 4.238 0.452
H -2.125 4.885 1.211
H -0.275 3.217 0.956
N -0.240 0.209 1.605
C -0.364 0.241 2.762
C -0.381 0.365 4.152
C 0.777 0.064 4.889
C 0.798 0.305 6.247
C -0.320 0.832 6.881
C -1.472 1.114 6.157
C -1.513 0.883 4.798
H 1.641 -0.346 4.390
H 1.689 0.091 6.815
H -0.295 1.022 7.943
H -2.336 1.523 6.655
H -2.398 1.104 4.221
C 2.494 1.897 1.990
Si 2.385 0.910 0.338
C 3.295 2.065 -0.973
C 4.652 2.476 -0.393
C 3.511 1.363 -2.310
C 2.472 3.335 -1.211
C 3.033 -0.951 0.518
C 4.561 -0.960 0.483
C 2.587 -1.548 1.853
C 2.491 -1.844 -0.602
H 3.429 1.707 2.506
H 1.685 1.656 2.670
H 2.454 2.965 1.804
H 5.315 1.630 -0.256
H 4.550 2.991 0.557
H 5.140 3.155 -1.088
H 4.082 0.447 -2.198
H 4.069 2.016 -2.976
H 2.559 1.126 -2.783
H 2.315 3.874 -0.279
H 1.504 3.115 -1.664
H 3.010 3.993 -1.890
H 4.972 -0.307 1.248
H 4.942 -0.653 -0.486
H 4.928 -1.966 0.675
H 2.971 -0.963 2.682
H 2.983 -2.557 1.953
H 1.500 -1.598 1.925
H 2.772 -1.461 -1.580
H 1.397 -1.927 -0.530
H 2.916 -2.843 -0.511
Cl -1.586 3.477 -4.666
C -0.829 2.054 -4.076
C -0.429 1.042 -4.943
C 0.216 -0.054 -4.394
C 0.402 -0.116 -3.023
N -0.036 0.824 -2.177
C -0.617 1.900 -2.710
H -0.611 1.116 -6.002
H 0.561 -0.855 -5.026
H 0.893 -0.975 -2.583
H -0.952 2.686 -2.043
```

As for the total charge: +2. Its multiplicity is 3. The value obtained for the highest occupied orbital energy (alpha / beta) is -13.500 / -12.946 eV. Its HOMO-LUMO gap (alpha / beta) is 6.96 / 7.03 eV.

---

C22H27F3N4SeSiW | wB97M-V/def2-TZVPD

Geometry as XYZ:
```
59
C22H27F3N4SeSiW, DFT wB97M-V/def2-TZVPD
W -0.283 -0.158 -0.500
C -0.742 -2.469 1.333
N -0.969 -0.997 1.388
C -0.205 -0.395 2.513
C 1.250 -0.366 2.116
C 2.275 -0.369 3.035
C 3.587 -0.385 2.581
C 3.818 -0.467 1.218
C 2.743 -0.459 0.355
N 1.472 -0.363 0.782
C -2.405 -0.630 1.412
C -2.529 0.850 1.113
C -3.653 1.561 1.463
C -3.699 2.921 1.183
C -2.604 3.513 0.576
C -1.516 2.734 0.239
N -1.477 1.415 0.479
C -0.733 -2.989 -0.089
C -1.366 -4.160 -0.440
C -1.289 -4.602 -1.755
C -0.521 -3.887 -2.657
C 0.099 -2.731 -2.234
N -0.020 -2.259 -0.981
H -1.484 -2.999 1.932
H 0.240 -2.675 1.758
H -0.353 -0.964 3.433
H -0.567 0.616 2.693
H 2.046 -0.361 4.093
H 4.409 -0.349 3.282
H 4.821 -0.522 0.821
H 2.892 -0.511 -0.714
H -2.871 -0.862 2.373
H -2.918 -1.204 0.636
H -4.480 1.058 1.946
H -4.571 3.508 1.437
H -2.586 4.572 0.362
H -0.657 3.168 -0.248
H -1.917 -4.721 0.303
H -1.821 -5.491 -2.065
H -0.414 -4.211 -3.682
H 0.705 -2.136 -2.903
C -0.840 -0.584 -5.420
Si -1.946 0.740 -4.773
C -1.223 2.423 -4.672
C -3.775 0.551 -4.873
Se -1.793 -0.106 -2.315
H -0.675 -0.466 -6.496
H -1.272 -1.570 -5.248
H 0.129 -0.522 -4.923
H -1.450 2.984 -5.585
H -0.141 2.376 -4.564
H -1.632 2.975 -3.827
H -4.102 0.399 -5.905
H -4.268 1.443 -4.486
H -4.096 -0.305 -4.281
F 1.798 2.003 -0.639
C 0.913 1.356 -1.443
F 0.291 2.349 -2.121
F 1.681 0.716 -2.398
```

As for the total charge: +2. Its multiplicity is 3. The value obtained for the highest occupied orbital energy (alpha / beta) is -12.913 / -14.076 eV. Its HOMO-LUMO gap (alpha / beta) is 6.32 / 7.60 eV. As for the energy above the lowest of the compared OMol25 structures with the same formula, charge and spin: 33.2 kJ/mol.